[1]
Entry from the Open Molecules 2025 dataset: a cluster of 2 separate species, C3H6FNS in total (ωB97M-V/def2-TZVPD).

```
12
Properties=species:S:1:pos:R:3:forces:R:3:mulliken_charge:R:1
C -0.49741 0.62037 0.67953 -0.105 -2.422 -3.027 -0.05
C 0.63434 0.63048 -0.26645 2.637 0.659 -3.193 -0.32
C 0.51414 -0.34903 -1.59421 -2.645 0.568 0.158 -0.26
H -0.89753 -1.95593 3.32480 -0.907 3.846 -0.714 0.12
H -1.43948 0.76870 0.03228 0.447 0.546 2.132 0.30
H 1.73612 0.42715 0.20070 -2.864 1.202 -0.980 0.24
H 0.37261 1.65167 -0.81243 1.841 -1.555 0.882 0.24
H 0.82121 -1.44206 -1.61525 0.459 1.631 0.466 0.28
H -0.61316 -0.41900 -1.77272 1.248 0.092 0.100 0.18
N -0.28968 -0.06770 1.70995 1.607 0.680 -0.568 -0.30
F 1.00456 0.32052 -2.76264 -0.049 -0.799 1.549 -0.28
S -1.34572 -0.18516 2.87645 -1.669 -4.449 3.195 -0.16
```
Forces are in eV/Å.

Output
orbital gap: 8.00 eV
net charge: 0


[2]
Entry from the Open Molecules 2025 dataset: the ion C3H6I2NO with charge +1 (ωB97M-V/def2-TZVPD).

```
13
Properties=species:S:1:pos:R:3:forces:R:3:mulliken_charge:R:1
C -3.26903 1.01276 -0.26101 0.021 1.284 0.611 0.17
C 2.19786 -0.37160 -0.36047 4.524 0.380 1.099 -0.79
C 0.34196 0.08865 1.02941 -1.972 1.503 1.853 -0.75
N 0.79963 -0.52466 -0.19808 -2.059 0.663 -2.293 -0.03
O -3.86801 1.92757 -0.62571 0.218 -0.607 -0.161 -0.23
I -3.73722 -0.99376 0.09410 0.070 -0.340 -0.082 0.24
I -1.02629 1.72538 0.91442 0.565 -1.068 -0.804 0.35
H 2.40602 0.64302 -0.72867 0.026 -0.599 -0.469 0.31
H 2.64338 -0.30531 0.64174 -0.128 -0.355 -0.158 0.35
H 2.74590 -1.20495 -0.86777 -0.919 0.864 -0.107 0.34
H -0.24071 -0.53870 1.70655 0.644 -0.578 -0.368 0.34
H 0.54308 -1.50447 -0.32803 -0.423 0.052 0.057 0.36
H 0.46341 0.04609 -1.01647 -0.566 -1.198 0.820 0.34
```
Forces are in eV/Å.

Output
orbital gap (spin up / spin down): 7.07 / 5.82 eV
net charge: +1


[3]
Entry from the Open Molecules 2025 dataset: a cluster of 2 separate species, C3H6IN2 in total (ωB97M-V/def2-TZVPD).

```
12
Properties=species:S:1:pos:R:3:forces:R:3:mulliken_charge:R:1
C 1.90783 0.87342 -1.97090 -1.458 -1.873 1.282 0.30
C 1.23382 0.18323 -1.24337 1.918 2.184 -2.234 -0.78
C 0.58817 -0.49873 -0.25116 -3.417 -1.987 -1.444 0.49
N -0.50042 -1.25632 -0.57082 0.926 1.006 1.687 -0.42
N 1.02976 -0.42845 0.94882 -0.503 -1.766 2.030 -0.29
I -2.12186 1.63992 1.18113 3.082 -1.009 1.358 -0.07
H 2.47375 1.26027 -2.74252 0.868 1.003 -1.015 0.48
H -0.94513 -1.08805 -1.45164 -0.121 0.001 -0.373 0.28
H -1.12735 -1.43506 0.22236 0.147 -0.198 -0.708 0.27
H 1.94732 0.00747 0.96862 -0.111 -0.327 1.268 0.29
H -3.41753 2.09835 0.63652 -3.073 1.031 -1.321 0.12
H 0.57635 -1.16112 1.59335 1.743 1.936 -0.530 0.32
```
Forces are in eV/Å.

Output
orbital gap: 8.57 eV
net charge: +1


[4]
Entry from the Open Molecules 2025 dataset: the ion C3H6IN3O with charge +2 (ωB97M-V/def2-TZVPD).

```
14
Properties=species:S:1:pos:R:3:forces:R:3:mulliken_charge:R:1
C -1.15943 0.81801 -0.30967 -0.201 3.165 -0.249 0.06
C -0.47260 -1.33503 -0.89664 -1.597 -0.455 -1.113 0.05
C 0.99459 0.05304 0.42203 0.019 2.306 0.719 0.01
N -0.26861 0.99568 0.60995 0.273 -1.366 -0.686 -0.31
N -1.12134 -0.16765 -1.25906 2.232 -1.544 2.411 -0.02
N 0.42012 -1.22421 0.02464 -0.329 0.731 -0.634 0.03
O 1.68898 -0.05875 1.60716 -0.492 0.181 -1.776 -0.47
I -0.25679 2.58839 1.97995 -0.050 -0.556 -0.364 0.56
H -1.85945 1.67505 -0.49355 0.087 -1.252 0.318 0.38
H -0.78825 -2.38535 -1.30520 0.585 2.161 0.655 0.39
H 1.45630 0.57832 -0.49285 0.091 -1.074 1.445 0.36
H -1.73576 -0.11566 -2.01214 -1.408 -0.137 -1.575 0.24
H 0.73343 -2.06898 0.40289 1.199 -1.538 1.134 0.28
H 2.36882 0.64714 1.72248 -0.408 -0.621 -0.285 0.42
```
Forces are in eV/Å.

Output
orbital gap: 8.37 eV
SMILES string: O[C@H]1[NH+]=C[NH+]=CN1I
net charge: +2


[5]
Entry from the Open Molecules 2025 dataset: an isolated molecule of C3H6INO3 (ωB97M-V/def2-TZVPD).

```
14
Properties=species:S:1:pos:R:3:forces:R:3:mulliken_charge:R:1
C 1.09788 -1.17366 0.01716 0.126 0.198 -0.111 0.52
C 0.30833 -0.05233 0.63306 -4.510 0.864 -0.218 -0.01
C -0.92230 0.49639 -0.69959 1.225 -2.833 5.165 -0.46
N 1.12046 1.07039 0.85473 2.394 -0.833 -0.315 -0.66
O 0.67661 -2.43733 0.19882 0.589 0.672 -0.444 -0.45
O 2.06348 -0.90511 -0.62741 0.870 -0.385 -0.498 -0.56
O -1.23343 1.79616 -0.52686 0.338 -0.236 -0.080 -0.43
I -2.65391 -0.86320 -0.40668 0.239 0.313 -0.092 0.01
H -0.39596 -0.47896 1.54623 1.782 1.470 -2.058 0.28
H -0.52839 0.13089 -1.56994 0.979 -0.201 -2.580 0.50
H 0.79921 2.00591 0.72008 -1.038 0.167 0.100 0.31
H 1.96094 0.96164 0.24024 -0.842 0.081 0.860 0.25
H -0.19885 -2.33365 0.54793 -1.133 -0.493 0.601 0.28
H -2.09407 1.78284 -0.92775 -1.019 1.217 -0.330 0.42
```
Forces are in eV/Å.

Output
orbital gap: 9.28 eV
SMILES string: N[C@H](C(=O)O)[C@H](O)I
net charge: 0


[6]
Entry from the Open Molecules 2025 dataset: a structure of composition C3H6INOS (ωB97M-V/def2-TZVPD).

```
13
Properties=species:S:1:pos:R:3:forces:R:3:mulliken_charge:R:1
C 0.51849 -1.15987 -0.88828 -1.829 4.229 -1.844 -0.47
C 1.46631 -0.19255 -0.16198 3.342 -1.620 -0.235 -0.68
C 0.19435 -0.57534 0.46590 -0.196 -1.341 1.447 0.11
N -0.85710 1.45613 1.71526 -0.272 0.791 0.305 -0.56
O -0.60467 1.83808 -1.53549 -0.383 -2.227 4.036 -0.50
S -0.84245 0.79864 0.36340 -1.573 1.391 -3.902 0.31
I -2.94196 -0.51366 -0.01905 0.012 0.296 -0.135 -0.02
H -0.09698 -0.68109 -1.79271 1.416 -0.804 2.170 0.24
H 0.56913 -2.18651 -1.04187 0.821 -1.620 0.378 0.34
H 2.42917 -0.66591 0.24598 -1.648 0.725 -0.411 0.23
H 1.65745 0.85399 -0.48619 -0.601 -1.006 -0.106 0.26
H 0.04313 -1.20494 1.43160 0.391 1.349 -1.851 0.41
H -1.53487 2.23301 1.70342 0.521 -0.163 0.149 0.31
```
Forces are in eV/Å.

Output
orbital gap (spin up / spin down): 7.96 / 7.96 eV
net charge: 0


[7]
Entry from the Open Molecules 2025 dataset: a cluster of 2 separate species, C3H6INS2 in total (ωB97M-V/def2-TZVPD).

```
13
Properties=species:S:1:pos:R:3:forces:R:3:mulliken_charge:R:1
C -1.34689 -1.71989 -0.32289 0.706 2.744 -1.806 -0.58
C 2.22473 0.77240 -0.03658 -0.210 -0.767 -1.404 -0.44
C -1.85838 -0.57804 -0.72142 -1.137 0.313 1.065 -0.54
N 1.38370 0.43320 1.01180 -2.318 0.801 0.859 -0.22
S 1.87517 2.13804 -1.14115 0.117 -0.837 0.081 -0.16
S 0.04042 1.41165 0.97378 0.915 -0.269 0.259 -0.03
I -3.81952 0.00010 -0.07511 0.628 -0.199 -0.517 0.02
H -1.92632 -2.47101 -0.01902 -1.988 -2.889 1.661 0.33
H -0.32887 -1.85244 -0.51214 1.532 -0.528 -0.217 0.25
H 3.12163 1.11330 0.39996 1.752 0.521 0.665 0.32
H 2.48476 -0.24997 -0.41611 0.131 0.943 -0.665 0.33
H -1.29240 0.23422 -1.11271 0.133 0.383 -0.352 0.53
H -0.55804 0.76844 1.97159 -0.261 -0.215 0.370 0.19
```
Forces are in eV/Å.

Output
orbital gap (spin up / spin down): 8.53 / 6.27 eV
net charge: 0


[8]
Entry from the Open Molecules 2025 dataset: a structure of composition C3H6InO3 (ωB97M-V/def2-TZVPD).

```
13
Properties=species:S:1:pos:R:3:forces:R:3:mulliken_charge:R:1
In -0.88417 -4.07267 -0.94964 -0.161 -0.740 -0.236 1.11
C 0.49543 0.85584 -2.12651 1.221 0.018 -0.223 -0.40
O 0.00975 1.07828 -0.83821 -0.324 0.329 -0.201 -0.06
C -0.36618 0.06562 -0.06016 0.377 -0.811 -0.105 0.67
O -0.60921 -1.06981 -0.27228 0.025 0.869 0.334 -0.26
O -0.30906 0.70115 1.18157 -0.083 0.139 0.182 0.02
C -0.13964 0.08477 2.36800 -0.544 -0.727 -0.317 -0.31
H 1.16796 -0.01691 -2.17243 -0.496 -0.341 -0.025 0.37
H 0.99632 1.74744 -2.52713 -0.393 0.382 0.340 0.32
H -0.38773 0.69136 -2.82022 -0.152 -0.080 0.012 0.39
H -0.17149 -1.01078 2.37448 0.088 0.010 -0.309 0.37
H -0.75968 0.62102 3.13421 0.497 0.439 0.160 0.36
H 0.95770 0.32470 2.70833 -0.055 0.513 0.389 0.42
```
Forces are in eV/Å.

Output
orbital gap: 2.83 eV
net charge: +3


Look up the net charge of the fifth one.
0


Which value of net charge does entry 1 give?
0


Repeat the fifth record exactly.
Entry from the Open Molecules 2025 dataset: an isolated molecule of C3H6INO3 (ωB97M-V/def2-TZVPD).

```
14
Properties=species:S:1:pos:R:3:forces:R:3:mulliken_charge:R:1
C 1.09788 -1.17366 0.01716 0.126 0.198 -0.111 0.52
C 0.30833 -0.05233 0.63306 -4.510 0.864 -0.218 -0.01
C -0.92230 0.49639 -0.69959 1.225 -2.833 5.165 -0.46
N 1.12046 1.07039 0.85473 2.394 -0.833 -0.315 -0.66
O 0.67661 -2.43733 0.19882 0.589 0.672 -0.444 -0.45
O 2.06348 -0.90511 -0.62741 0.870 -0.385 -0.498 -0.56
O -1.23343 1.79616 -0.52686 0.338 -0.236 -0.080 -0.43
I -2.65391 -0.86320 -0.40668 0.239 0.313 -0.092 0.01
H -0.39596 -0.47896 1.54623 1.782 1.470 -2.058 0.28
H -0.52839 0.13089 -1.56994 0.979 -0.201 -2.580 0.50
H 0.79921 2.00591 0.72008 -1.038 0.167 0.100 0.31
H 1.96094 0.96164 0.24024 -0.842 0.081 0.860 0.25
H -0.19885 -2.33365 0.54793 -1.133 -0.493 0.601 0.28
H -2.09407 1.78284 -0.92775 -1.019 1.217 -0.330 0.42
```
Forces are in eV/Å.

Output
orbital gap: 9.28 eV
SMILES string: N[C@H](C(=O)O)[C@H](O)I
net charge: 0


net charge of number 6 (C3H6INOS)?
0